(1)
DFT (the ωB97M-V functional and the def2-TZVPD basis) results for C16H26N6O5S in the gas phase.

Summary:
SMILES	CS[C@]1(C(=O)NCCOCCN(C)C(=O)Cn2cnc(C(N)=O)n2)C[C@H](O)C1
relative energy (zero: lowest compared OMol25 entry of this formula, charge and spin)	167.90	kJ/mol
molecular weight	414.5	g/mol
E_HOMO	-9.0	eV
LUMO	0.0096	Ha
Kohn-Sham gap	9.3	eV

Last column: Löwdin charge in e.
Cartesian coordinates (Å):
C -3.00555 0.89122 2.15321  -0.378
S -3.11864 -0.44623 3.36343  0.903
C -2.03076 0.12046 4.70278  -0.630
C -0.89749 0.99185 4.16543  -0.511
O -0.78208 2.17021 4.44844  0.081
N -0.01480 0.34145 3.36667  0.076
C 1.06664 1.04778 2.70987  -0.139
C 0.61325 1.79460 1.47343  -0.203
O 0.10184 0.85038 0.55078  -0.169
C -0.41379 1.45950 -0.61838  -0.196
C -0.97484 0.38007 -1.51749  -0.117
N 0.04152 -0.56428 -1.96522  -0.089
C 0.15918 -1.81052 -1.22614  -0.026
C 0.78824 -0.21398 -3.03513  -0.428
O 0.67139 0.86435 -3.59202  0.067
C 1.82957 -1.22862 -3.51613  -0.036
N 2.31135 -0.90245 -4.83409  -0.119
C 2.94313 0.19646 -5.27810  -0.126
N 3.17480 0.09106 -6.56530  0.133
C 2.63533 -1.12182 -6.87131  -0.284
C 2.65236 -1.68764 -8.25595  -0.504
N 3.24220 -0.85843 -9.15043  0.164
O 2.18410 -2.77129 -8.52916  0.060
N 2.10132 -1.75610 -5.85243  0.189
C -2.69417 0.76734 5.93978  -0.086
C -1.75976 -0.08230 6.81977  -0.359
O -2.23647 -0.61469 8.02797  -0.010
C -1.53379 -1.02639 5.62081  -0.094
H -3.78695 0.69608 1.41990  0.036
H -3.19773 1.85758 2.61676  0.054
H -2.03740 0.89150 1.65700  0.004
H -0.27645 -0.57188 3.03202  0.133
H 1.49185 1.75776 3.41832  0.129
H 1.83513 0.32231 2.44130  0.127
H -0.16253 2.52146 1.74252  0.127
H 1.45700 2.34029 1.03327  0.132
H -1.21125 2.16812 -0.35686  0.131
H 0.37344 2.01109 -1.14309  0.130
H -1.73842 -0.18640 -0.98155  0.130
H -1.43071 0.84723 -2.38949  0.132
H 1.09559 -2.31432 -1.44556  0.080
H 0.14332 -1.58931 -0.16042  0.085
H -0.66511 -2.48817 -1.46262  0.100
H 2.66004 -1.25118 -2.80657  0.140
H 1.41837 -2.23184 -3.59249  0.128
H 3.19119 1.02931 -4.64274  0.133
H 3.59441 0.03499 -8.85335  0.085
H 3.28842 -1.14112 -10.11251  0.110
H -2.64174 1.84953 6.01780  0.115
H -3.72546 0.42104 6.02931  0.115
H -0.84948 0.46207 7.06879  0.157
H -3.08010 -1.04833 7.86054  0.091
H -2.26156 -1.84179 5.63349  0.113
H -0.53793 -1.42799 5.44116  0.114

---

(2)
DFT (the ωB97M-V functional and the def2-TZVPD basis) results for a molecular structure, C16H27Br3O9S at a distorted geometry.

Summary:
relative energy (zero: lowest compared OMol25 entry of this formula, charge and spin)	0.00	kJ/mol
molecular weight	635.2	g/mol
E_HOMO	-9.7	eV
LUMO	-0.0021	Ha
Kohn-Sham gap	9.6	eV

Last column: Löwdin charge in e.
Cartesian coordinates (Å):
O -8.33541 14.06408 -15.78613  0.100
C -7.22000 13.96914 -15.33755  -0.505
O -6.97328 13.02567 -14.39295  0.011
C -5.66303 13.23500 -13.78447  -0.132
C -4.96168 14.18351 -14.75538  -0.148
C -6.09260 14.95703 -15.44556  -0.065
H -5.28439 12.20926 -13.81555  0.119
H -5.71036 13.46217 -12.71996  0.126
H -4.38328 13.59214 -15.46289  0.115
H -4.25347 14.79248 -14.19241  0.099
H -5.97249 15.11514 -16.51514  0.125
H -6.57813 15.79917 -14.95240  0.139
O -2.43733 12.32982 -12.09684  0.111
C -1.33042 11.88049 -12.26201  -0.495
O -0.26234 12.65372 -12.03026  -0.005
C 0.98822 11.90992 -12.08095  -0.125
C 0.59971 10.73942 -13.01722  -0.139
C -0.87500 10.48438 -12.65478  -0.063
H 1.39616 11.69601 -11.09599  0.125
H 1.60022 12.63153 -12.62510  0.116
H 1.22353 9.87735 -12.78889  0.114
H 0.68782 11.19436 -13.99991  0.117
H -0.99119 9.85609 -11.77360  0.131
H -1.40378 10.12287 -13.53100  0.123
O 3.33398 18.26867 -12.36927  0.097
C 3.32147 19.32613 -11.81024  -0.472
O 4.48173 19.85936 -11.36333  0.043
C 4.24265 21.08486 -10.68748  -0.158
C 2.73132 21.37166 -10.68160  -0.143
C 2.13927 20.20398 -11.47873  -0.060
H 4.71428 21.96028 -11.13113  0.123
H 4.54666 20.94821 -9.65018  0.123
H 2.45692 22.30337 -11.17618  0.109
H 2.34689 21.47044 -9.66868  0.110
H 1.69674 20.47886 -12.43050  0.131
H 1.46434 19.61782 -10.85801  0.132
O -0.57192 18.37886 -13.54336  -0.277
S -0.82010 17.03784 -13.99906  0.616
O -2.03229 16.30663 -13.66973  -0.293
O -0.67655 17.07029 -15.61156  -0.305
C -0.99649 15.88518 -16.30939  -0.301
C -2.41082 15.96923 -16.86909  -0.065
C 0.53986 15.95873 -13.46201  -0.101
H -0.86150 14.98916 -15.69289  0.114
H -0.32195 15.73858 -17.15821  0.116
H -3.13362 16.14026 -16.06985  0.058
H -2.75094 15.11238 -17.44921  0.082
H -2.45189 16.86795 -17.48888  0.084
H 0.24022 14.91816 -13.42555  0.050
H 0.62221 16.35525 -12.44686  0.071
H 1.49231 16.20083 -13.91532  0.010
C 4.19118 17.43719 -15.39626  -1.553
Br 4.64711 15.64946 -14.77042  0.558
Br 2.46980 17.52350 -16.30528  0.630
Br 5.55682 18.09147 -16.65082  0.533
H 4.22300 18.06527 -14.51599  -0.058